C6H6N | ωB97M-V with the def2-TZVPD basis set

Summary:
LUMO level (alpha / beta) ... -0.184 / -0.210 hartree
HOMO (alpha / beta) ... -14.1 / -12.8 eV
Charge ... +1

Cartesian coordinates (Å):
C1 2.61 0.07 0.25
C2 3.80 0.08 0.24
C3 1.18 0.19 0.70
C4 0.27 1.06 -0.11
C5 0.21 -0.98 0.37
C6 -0.63 -0.09 -0.23
N1 -2.09 -0.12 -0.68
H1 1.32 0.24 1.86
H2 0.29 1.78 -0.83
H3 0.12 -2.02 0.83
H4 -2.52 0.70 -0.27
H5 -2.47 -1.11 -0.43
H6 -2.09 0.20 -1.70